1.
DFT (ωB97M-V/def2-TZVPD) results for a molecular structure, C40H98N4O18 at a distorted geometry.

Each line ends with the Löwdin charge.
Cartesian coordinates (Å):
C: -2.0827 -6.8476 5.2400  -0.097
O: -1.5311 -5.6690 4.5871  -0.190
C: -1.1413 -5.7953 3.1930  -0.169
C: -0.5359 -4.4665 2.7015  -0.175
O: -1.5176 -3.4153 2.6259  -0.128
C: -0.9559 -2.1569 2.2511  -0.193
H: -3.0426 -7.1178 4.8000  0.071
H: -2.3648 -6.6511 6.2744  0.080
H: -1.4677 -7.7400 5.1242  0.077
H: -1.9932 -5.9978 2.5439  0.117
H: -0.4242 -6.6082 3.0795  0.118
H: -0.0365 -4.6179 1.7445  0.128
H: 0.2870 -4.1542 3.3445  0.111
H: -0.1753 -1.8061 2.9261  0.099
H: -1.7792 -1.4428 2.2348  0.043
H: -0.5527 -2.2250 1.2408  -0.081
C: -3.3660 1.7067 -2.0184  -0.236
O: -3.4831 3.0737 -2.2124  -0.124
C: -4.5348 3.3320 -3.1931  -0.145
C: -4.7132 4.8368 -3.2984  -0.196
O: -4.8794 5.4996 -2.0284  -0.184
C: -4.7975 6.9300 -2.0166  -0.100
H: -2.6449 1.5622 -1.2139  0.033
H: -2.9585 1.2945 -2.9416  0.129
H: -4.2270 1.1041 -1.7293  0.073
H: -5.4572 2.8845 -2.8231  0.121
H: -4.2792 2.9501 -4.1815  0.130
H: -5.6559 4.8861 -3.8433  0.115
H: -4.0060 5.3283 -3.9666  0.121
H: -3.9677 7.2747 -2.6336  0.077
H: -4.6067 7.2230 -0.9842  0.087
H: -5.6507 7.4529 -2.4488  0.080
C: 1.5830 3.5298 2.5771  -0.069
O: 2.7595 3.0982 1.9681  -0.313
C: 3.6479 2.4698 2.8148  -0.167
C: 3.1320 1.1703 3.4680  -0.078
O: 2.8324 0.1405 2.4956  -0.315
C: 3.9313 -0.2505 1.7293  -0.112
H: 1.6797 3.7203 3.6459  0.117
H: 0.8390 2.7523 2.4036  0.044
H: 1.2551 4.4183 2.0376  0.101
H: 4.0656 3.1967 3.5114  0.141
H: 4.5355 2.3347 2.1968  0.130
H: 2.2276 1.3436 4.0512  0.091
H: 3.8829 0.7857 4.1581  0.136
H: 4.0544 0.3565 0.8324  0.096
H: 3.7370 -1.2918 1.4722  0.028
H: 4.8490 -0.2462 2.3174  0.129
C: -0.3011 3.0433 0.8570  -0.074
O: 0.2773 2.5018 -0.2975  -0.206
C: 0.2737 3.4331 -1.3670  -0.136
C: 0.6535 2.6775 -2.6102  -0.130
O: -0.4808 1.8815 -3.0021  -0.187
C: -0.2482 1.0625 -4.1135  -0.105
H: -0.2148 2.3630 1.7043  0.074
H: -1.3596 3.2605 0.7139  0.080
H: 0.2059 3.9689 1.1296  0.080
H: 0.9233 4.2908 -1.1925  0.129
H: -0.7459 3.7856 -1.5233  0.140
H: 1.4342 1.9790 -2.3092  0.091
H: 0.9034 3.2875 -3.4783  0.145
H: -0.1459 1.6531 -5.0239  0.113
H: -1.0327 0.3072 -4.1597  0.071
H: 0.6438 0.4364 -4.0913  0.070
C: 6.8185 2.1179 -2.5906  -0.071
O: 5.5675 1.6895 -3.1814  -0.177
C: 4.8195 0.7118 -2.4418  -0.213
C: 3.8103 1.2928 -1.5327  -0.218
O: 4.4375 2.2661 -0.6844  -0.158
C: 3.4600 3.0066 0.1161  -0.079
H: 7.2610 2.7908 -3.3250  0.086
H: 7.4343 1.2276 -2.4630  0.082
H: 6.5634 2.6059 -1.6499  0.075
H: 5.5231 0.0761 -1.9043  0.114
H: 4.4175 0.0120 -3.1746  0.139
H: 3.3439 0.5253 -0.9151  0.068
H: 2.9661 1.7733 -2.0272  0.097
H: 2.8311 3.6141 -0.5348  0.097
H: 4.0573 3.6511 0.7610  0.116
H: 2.7804 2.4678 0.7763  0.026
C: -3.1912 2.4239 0.5922  -0.081
O: -2.6254 2.0000 1.8410  -0.148
C: -2.2225 0.6290 1.8209  -0.163
C: -1.7438 0.2713 3.2539  -0.187
O: -0.5696 0.9574 3.6119  -0.172
C: -0.0201 0.5765 4.8713  -0.068
H: -2.6491 2.0531 -0.2778  0.045
H: -3.1890 3.5115 0.6645  0.121
H: -4.2385 2.1499 0.4649  0.046
H: -1.4172 0.2967 1.1658  0.106
H: -3.1253 0.0801 1.5529  0.084
H: -1.6999 -0.7978 3.4619  0.097
H: -2.5403 0.6405 3.8999  0.130
H: 0.3704 -0.4408 4.8443  0.093
H: -0.7709 0.4694 5.6543  0.092
H: 0.7102 1.3307 5.1644  0.080
C: 3.8837 -1.6996 -1.2906  -0.104
O: 2.8660 -2.0805 -2.1970  -0.113
C: 1.7648 -1.1493 -2.3165  -0.117
C: 0.7117 -1.6225 -3.3223  -0.148
O: 1.0854 -1.2094 -4.6842  -0.196
C: 0.0424 -1.3660 -5.5682  -0.140
H: 4.5302 -0.9233 -1.6999  0.021
H: 4.5816 -2.5160 -1.1045  0.109
H: 3.5019 -1.3916 -0.3173  0.052
H: 2.1580 -0.1734 -2.6015  0.107
H: 1.2786 -1.0157 -1.3502  0.103
H: -0.2965 -1.3160 -3.0434  0.076
H: 0.7495 -2.7097 -3.2541  0.092
H: -0.7528 -0.6482 -5.3670  0.057
H: -0.4600 -2.3268 -5.4564  0.095
H: 0.3748 -1.2587 -6.6007  0.102
C: 1.4311 0.2743 0.8277  -0.001
C: 0.1820 -0.2710 0.2415  -0.474
O: -0.1977 -1.4343 0.5123  -0.171
N: -0.4256 0.4164 -0.6365  0.125
C: -1.5897 -0.0045 -1.4713  -0.094
H: 1.1555 0.8143 1.7336  0.112
H: 1.7923 1.0752 0.1826  0.094
H: 2.2033 -0.4845 0.9538  0.043
H: -0.0672 1.3286 -0.8804  0.034
H: -2.2447 -0.6625 -0.9002  0.037
H: -1.1510 -0.6227 -2.2545  0.069
H: -2.1321 0.8501 -1.8759  -0.001
C: -3.1367 -1.7275 0.4708  0.004
C: -3.9279 -0.6057 -0.1721  -0.456
O: -3.6393 -0.2425 -1.3170  -0.092
N: -4.9266 -0.0008 0.4631  0.050
C: -5.8655 1.0226 -0.0357  -0.041
H: -2.9679 -2.5273 -0.2503  0.093
H: -3.6845 -2.0518 1.3556  0.127
H: -2.1756 -1.2721 0.7096  0.050
H: -5.0371 -0.0790 1.4640  0.153
H: -6.0940 0.9374 -1.0980  0.099
H: -5.5282 2.0277 0.2177  0.071
H: -6.8638 0.9462 0.3952  0.093
C: 1.6862 -2.0359 2.0867  -0.030
C: 2.6448 -2.5259 3.1418  -0.472
O: 2.2770 -2.7560 4.3034  0.032
N: 3.9502 -2.6775 2.7684  -0.015
C: 5.0767 -3.1046 3.6327  -0.045
H: 0.7741 -2.6264 2.1724  0.045
H: 2.0729 -2.1926 1.0796  0.111
H: 1.5901 -0.9580 2.2169  0.071
H: 4.1179 -2.4287 1.8040  0.085
H: 5.0345 -2.4550 4.5070  0.079
H: 6.0750 -3.0981 3.1952  0.080
H: 4.9475 -4.1167 4.0160  0.078
C: -1.0567 -2.4939 -1.1722  -0.027
C: -0.9701 -3.6874 -2.1023  -0.472
O: 0.1254 -4.0722 -2.4910  0.033
N: -2.1331 -4.2275 -2.4817  0.007
C: -2.3430 -5.4643 -3.1760  -0.067
H: -0.3677 -1.6677 -1.3476  0.057
H: -0.8999 -2.6986 -0.1131  0.112
H: -2.0431 -2.0666 -1.3519  0.058
H: -2.9943 -3.7570 -2.2429  0.134
H: -3.2866 -5.8992 -2.8464  0.086
H: -1.5560 -6.1822 -2.9449  0.089
H: -2.2760 -5.1757 -4.2249  0.087

Force components x, y, z for each atom (eV/Å):
C -0.3697 0.6582 -1.4605
O -0.0831 -0.7543 0.1253
C -0.3629 0.9016 0.7666
C -0.4013 0.3765 0.7404
O -0.3368 -1.5884 1.3863
C -3.1536 -3.4671 3.0986
H -0.2130 0.0493 -0.4698
H 0.7765 0.3684 0.0184
H 0.4465 0.1268 0.2501
H -0.3810 -0.2096 0.1282
H 0.2268 -0.0253 -0.0257
H -0.2695 -0.2153 -0.6006
H -0.0760 -0.0810 0.5806
H -1.1133 0.1939 0.5688
H 0.7453 -1.7510 -0.3439
H -1.2407 -2.9369 4.1297
C -1.8410 3.4147 -2.0773
O -1.5077 1.2687 -1.2743
C 1.5129 1.1140 2.1591
C -1.2664 0.4813 0.0318
O 0.2550 -0.2597 -0.5304
C 0.5509 -0.7207 -0.5982
H -1.8063 1.1020 -2.1635
H -0.3064 -0.1723 -0.4344
H -0.5093 2.4879 -0.9176
H -0.1068 -0.1851 -0.0652
H 0.0581 -0.2175 -0.0668
H -0.4062 0.4456 -0.2440
H 0.6031 0.0299 0.4166
H 0.4287 -0.0892 0.0379
H -0.2414 0.0126 -0.1112
H -0.5356 -0.2730 0.2596
C -0.1249 -0.0419 1.4463
O -2.7987 2.1599 7.3718
C 1.2011 -0.4552 0.5265
C 0.5539 -0.0071 -0.7252
O 3.2564 2.6561 4.0589
C 0.8826 0.3853 -0.1502
H 0.1852 0.2283 0.1682
H 1.0843 0.6837 1.4851
H 0.5930 0.1760 0.8172
H -0.4702 -0.0149 0.8269
H 0.0580 -0.8423 -0.2403
H 0.0657 -0.0536 -0.3548
H 0.2090 0.0666 0.1291
H 0.1602 0.2216 0.1583
H 0.0488 2.1385 -0.7316
H 0.1703 0.0347 0.0464
C -1.6686 0.8132 -0.3578
O 1.5908 4.2037 0.0915
C -0.5891 0.3222 -0.7510
C -0.9172 -1.0344 -0.4036
O 0.3114 0.8652 0.6084
C 0.3344 0.1642 0.0644
H -0.8345 -0.2770 -1.1381
H 0.7198 0.1026 -0.2385
H -0.8511 -0.3530 -0.8955
H 0.1590 -0.0251 0.1761
H -0.2286 0.2925 0.1140
H 0.1294 0.2269 -0.5676
H 0.5149 0.3186 0.2696
H -0.4753 0.1176 -0.3242
H -0.4323 1.0020 0.1233
H 0.1503 0.8932 0.5233
C -1.6101 -0.5598 -0.3652
O -0.1867 0.0141 -0.0570
C 2.0500 0.8745 -1.5344
C -0.4377 1.3364 1.4191
O -0.5797 -0.1623 -0.2427
C 2.5870 -0.7916 -4.3716
H 0.0545 0.0004 0.2324
H 0.3357 0.1016 0.2361
H 0.5357 0.0815 0.0467
H 0.6200 0.6865 0.2995
H -0.4599 0.3582 -0.2406
H 0.1434 0.0801 -0.1632
H 0.5876 0.0535 -0.4732
H 0.0511 0.3982 -0.2646
H 0.3450 -0.0647 -1.0067
H 1.1468 -1.6584 -3.3185
C -0.0733 0.7959 1.8713
O 0.0333 -0.6551 -0.3919
C -0.1184 0.1797 2.2167
C -2.0130 1.1890 1.2069
O 0.8760 0.2076 -0.2430
C -0.7300 -0.5422 -0.1529
H 0.1478 1.3368 2.5518
H 0.0534 0.0557 -0.4286
H 1.4144 0.1002 0.4173
H -0.6551 1.2410 -0.0739
H 0.8340 0.1524 0.9923
H 0.1526 1.1965 0.4639
H -0.3250 0.3134 0.3449
H 0.6999 -0.0097 -0.3296
H -0.4472 0.6158 0.0594
H -0.1105 -0.2327 -0.0038
C 0.1456 -0.3121 -0.1810
O -0.5313 -0.0586 -0.2297
C 0.4341 0.0042 -0.1156
C 2.1638 -0.5048 -1.0698
O 0.8388 -0.6200 1.3695
C -1.1098 -0.5197 -0.5515
H -0.9360 -1.2061 0.7090
H -0.3933 -0.6217 -0.1974
H -0.2339 -0.0582 -0.3397
H -0.0410 0.1140 -0.2260
H 0.4734 -0.2926 -0.1847
H 0.7684 0.0556 -0.9320
H 0.0690 0.5330 -0.4907
H 0.0498 -0.1243 -0.6076
H 0.1782 -0.5012 -0.1016
H 0.1907 0.0290 0.1144
C -1.0832 1.6107 -2.4218
C 1.9413 -1.7546 0.0746
O 5.3188 8.7244 -4.1547
N -2.6877 -0.2034 -3.7257
C 4.4272 -1.2155 1.1495
H -0.1505 -0.5541 -0.0838
H -0.0413 -0.3961 -0.0042
H -1.6943 1.2314 -1.5712
H -0.2341 -1.0532 0.3350
H 3.5193 1.4024 -0.7095
H -1.1484 1.0837 0.0453
H 3.7691 -2.9864 0.1703
C -2.2279 0.5769 0.3417
C -0.6692 -0.9554 -1.7520
O -5.6179 -5.0987 1.1818
N -2.6173 0.9345 1.3294
C -0.7397 -0.4490 -0.4128
H -0.8416 0.1076 0.9179
H 0.3802 -0.2440 0.1307
H -0.6834 -0.9767 -0.3866
H 0.2532 -0.6276 -0.0862
H 0.6355 -0.0513 -0.0344
H -0.7083 -0.1888 -0.5421
H 0.1731 -0.5622 0.5853
C 1.4443 -2.4127 0.5241
C 0.0805 -0.5793 1.5085
O 0.3521 0.3120 -0.9414
N 0.7779 -1.4223 -0.0159
C -1.2737 0.1177 0.5637
H 1.7769 0.1860 -0.3105
H 0.0836 -0.4138 0.0053
H -1.0734 -1.9560 0.9885
H 0.6346 -1.5507 0.7855
H 0.3453 0.0011 0.0949
H -0.3796 0.4872 -0.5287
H -0.3069 -0.0862 -0.1198
C -0.9175 -2.4998 -2.3820
C 1.5148 0.9731 0.6899
O -0.5722 -1.9538 0.2485
N -1.4340 0.0976 0.8937
C 0.8051 0.0959 -0.3752
H -0.1413 -2.1348 -0.4601
H -0.9671 -1.8892 -1.8072
H 0.9328 -0.8615 -0.2237
H 0.3946 0.1504 0.2237
H -0.0592 0.1120 -0.4471
H 0.1019 0.1492 -0.0550
H -0.4444 -0.9386 -0.3404

- Strongest force on any atom: 0.215 Eh/bohr
- E_LUMO: 0.47 eV
- Energy relative to the best compared isomer or geometry (same formula, charge and spin): 3037.0 kJ/mol
- Charge: 0
- M: 923.23 g mol⁻¹

=====

2.
DFT (ωB97M-V/def2-TZVPD) results for 2 unconnected molecules or ions with the total composition C5H14O2 at a distorted geometry.

Each line ends with the natural charge from an NBO analysis.
Cartesian coordinates (Å):
C: 1.6193 0.5736 0.1780  -0.065
O: 1.6970 1.4989 1.2670  -0.738
C: 0.1164 0.1196 -0.1939  -0.415
C: 0.2319 -1.4006 -0.9194  -0.217
C: -1.1026 -1.7375 -1.6112  -0.644
C: 0.7209 -2.3064 0.2338  -0.653
H: 2.3260 -0.3127 0.4239  0.170
H: 1.9947 1.1522 -0.7485  0.160
H: 2.2852 2.2186 1.0598  0.471
H: -0.1862 0.9895 -0.9567  0.182
H: -0.6449 0.1465 0.5746  0.215
H: 1.0629 -1.2767 -1.5822  0.197
H: -1.5841 -0.7428 -1.9534  0.230
H: -1.1119 -2.7756 -2.1019  0.235
H: -1.8206 -2.0220 -0.8274  0.205
H: -0.0369 -2.9843 0.6575  0.223
H: 0.7002 -1.7867 1.1936  0.220
H: 1.8176 -2.7433 0.1146  0.222
H: -2.8124 2.0439 0.1739  0.458
H: -2.1699 3.2130 0.5935  0.459
O: -2.8637 2.6746 0.8898  -0.916

Force components x, y, z for each atom (eV/Å):
C 0.2964 0.0246 -0.7943
O -0.8517 -0.6030 0.2339
C 1.6882 0.6517 -2.9145
C -0.5062 2.5110 2.1733
C -0.6456 -0.3251 1.4418
C 0.8988 -0.7814 0.8521
H -1.3069 1.2993 -0.6217
H -0.3330 -1.3619 1.1562
H 0.2513 0.1507 -0.2264
H 0.2328 -2.0856 1.2668
H 0.2697 -0.2300 0.5903
H 0.2397 -0.0562 -0.8614
H 0.8716 -2.1230 -0.7689
H 0.2170 2.1101 -0.6308
H 0.1680 0.3354 0.4398
H 0.2585 -1.0076 -1.3512
H 0.8731 0.9702 -0.1527
H -2.6373 0.5442 0.1645
H -0.5791 -0.8298 -0.1223
H 1.6628 1.8468 -0.0435
O -1.0682 -1.0405 0.1690

- Strongest force on any atom: 0.067 Eh/bohr
- E_LUMO: 0.68 eV
- SMILES: CC(C)CCO.O
- Energy relative to the best compared isomer or geometry (same formula, charge and spin): 229.2 kJ/mol
- Charge: 0
- M: 106.16 g mol⁻¹

=====

Please write out number 2 again, unchanged.
DFT (ωB97M-V/def2-TZVPD) results for 2 unconnected molecules or ions with the total composition C5H14O2 at a distorted geometry.

Each line ends with the natural charge from an NBO analysis.
Cartesian coordinates (Å):
C: 1.6193 0.5736 0.1780  -0.065
O: 1.6970 1.4989 1.2670  -0.738
C: 0.1164 0.1196 -0.1939  -0.415
C: 0.2319 -1.4006 -0.9194  -0.217
C: -1.1026 -1.7375 -1.6112  -0.644
C: 0.7209 -2.3064 0.2338  -0.653
H: 2.3260 -0.3127 0.4239  0.170
H: 1.9947 1.1522 -0.7485  0.160
H: 2.2852 2.2186 1.0598  0.471
H: -0.1862 0.9895 -0.9567  0.182
H: -0.6449 0.1465 0.5746  0.215
H: 1.0629 -1.2767 -1.5822  0.197
H: -1.5841 -0.7428 -1.9534  0.230
H: -1.1119 -2.7756 -2.1019  0.235
H: -1.8206 -2.0220 -0.8274  0.205
H: -0.0369 -2.9843 0.6575  0.223
H: 0.7002 -1.7867 1.1936  0.220
H: 1.8176 -2.7433 0.1146  0.222
H: -2.8124 2.0439 0.1739  0.458
H: -2.1699 3.2130 0.5935  0.459
O: -2.8637 2.6746 0.8898  -0.916

Force components x, y, z for each atom (eV/Å):
C 0.2964 0.0246 -0.7943
O -0.8517 -0.6030 0.2339
C 1.6882 0.6517 -2.9145
C -0.5062 2.5110 2.1733
C -0.6456 -0.3251 1.4418
C 0.8988 -0.7814 0.8521
H -1.3069 1.2993 -0.6217
H -0.3330 -1.3619 1.1562
H 0.2513 0.1507 -0.2264
H 0.2328 -2.0856 1.2668
H 0.2697 -0.2300 0.5903
H 0.2397 -0.0562 -0.8614
H 0.8716 -2.1230 -0.7689
H 0.2170 2.1101 -0.6308
H 0.1680 0.3354 0.4398
H 0.2585 -1.0076 -1.3512
H 0.8731 0.9702 -0.1527
H -2.6373 0.5442 0.1645
H -0.5791 -0.8298 -0.1223
H 1.6628 1.8468 -0.0435
O -1.0682 -1.0405 0.1690

- Strongest force on any atom: 0.067 Eh/bohr
- E_LUMO: 0.68 eV
- SMILES: CC(C)CCO.O
- Energy relative to the best compared isomer or geometry (same formula, charge and spin): 229.2 kJ/mol
- Charge: 0
- M: 106.16 g mol⁻¹

=====

> What is the formula in the first record?

C40H98N4O18

=====

> Among the records above, which one has the lowest M?

C5H14O2